This record from the Open Molecules 2025 dataset describes a cluster of 11 separate species, C38H114N12O11P4S7 in total at a distorted geometry. The level of theory is the ωB97M-V functional and the def2-TZVPD basis.

XYZ file:
```
186
C38H114N12O11P4S7 | the Open Molecules 2025 dataset | the ωB97M-V functional and the def2-TZVPD basis
O 2.15590 0.15077 -1.95630
P 0.68611 0.16850 -1.74302
N -0.23397 -1.29160 -2.12223
C -0.84139 -1.52370 -3.42350
C 0.08364 -2.47152 -1.28273
N -0.17571 1.41148 -2.64227
C -1.60634 1.53046 -2.70232
C 0.64850 2.62471 -3.10754
N 0.22095 0.61258 -0.08914
C 1.23361 0.99902 0.91570
C -1.07931 0.27734 0.52868
H -1.33230 -2.49047 -3.31193
H -0.07779 -1.70816 -4.17914
H -1.44636 -0.71956 -3.84239
H 0.12496 -2.15472 -0.24060
H 0.95884 -2.97947 -1.68783
H -0.78165 -3.13332 -1.32013
H -2.07442 2.39583 -2.23313
H -1.97456 1.49019 -3.72745
H -1.96670 0.64514 -2.17844
H 1.63740 2.19259 -3.26062
H 0.29304 3.03923 -4.05090
H 0.64980 3.31591 -2.26472
H 1.86986 0.14071 1.13154
H 1.76251 1.90609 0.62317
H 0.77944 1.26530 1.87013
H -1.64802 -0.35431 -0.15372
H -1.54980 1.21436 0.82658
H -0.92578 -0.18985 1.50144
O 3.12997 -6.74178 6.18391
P 2.69032 -8.02974 5.66816
N 1.03412 -8.38612 6.01695
C 0.36051 -9.61125 5.62301
C 0.09435 -7.36716 6.64903
N 3.57080 -9.43257 6.00985
C 3.31451 -10.01956 7.28649
C 4.96113 -9.59909 5.65776
N 2.51068 -8.09217 3.90250
C 1.93142 -7.01331 3.16802
C 2.51761 -9.35172 3.12790
H -0.52706 -9.33719 5.05273
H -0.08393 -10.15701 6.45532
H 0.99953 -10.34690 5.13458
H 0.19658 -7.40872 7.73343
H -0.92907 -7.49573 6.29665
H 0.40080 -6.33846 6.45942
H 2.23536 -9.97696 7.43384
H 3.59237 -11.06640 7.40911
H 3.78752 -9.41403 8.05960
H 5.03665 -9.31648 4.60774
H 5.57125 -8.89381 6.22205
H 5.23926 -10.64404 5.79493
H 0.86634 -7.24393 3.19069
H 1.93156 -6.03292 3.64441
H 2.34465 -6.97261 2.16021
H 1.53851 -9.52911 2.68293
H 2.80964 -10.19738 3.75054
H 3.23738 -9.23432 2.31780
O -7.87269 5.75191 -8.40520
P -6.65699 5.34247 -7.60029
N -6.24262 3.72629 -7.51531
C -5.44790 3.07620 -8.58687
C -7.12310 2.76748 -6.83527
N -6.85127 5.89163 -5.93273
C -5.95628 5.44692 -4.82133
C -7.75690 6.98014 -5.58228
N -5.19803 6.11813 -8.08797
C -5.23022 7.40479 -8.67885
C -3.90510 5.87178 -7.51310
H -5.37852 2.00814 -8.38066
H -4.41288 3.41780 -8.59930
H -6.01372 3.29822 -9.49165
H -6.89961 1.70505 -6.93219
H -8.18175 2.97106 -6.99630
H -6.88959 3.00804 -5.79811
H -6.50319 5.11812 -3.93765
H -5.43577 4.55514 -5.17044
H -5.24384 6.22911 -4.55920
H -7.39361 7.77179 -4.92698
H -7.96767 7.52218 -6.50415
H -8.71620 6.64203 -5.19046
H -4.30927 7.73589 -9.15880
H -6.00432 7.35207 -9.44442
H -5.45822 8.15831 -7.92499
H -3.77394 6.56043 -6.67843
H -3.09068 6.01177 -8.22389
H -3.77123 4.84515 -7.17221
O -2.56578 -0.86500 5.94876
P -1.92052 -0.60779 7.23437
N -0.35705 -1.41792 7.26359
C 0.31724 -1.96538 6.11118
C 0.48451 -1.41744 8.49946
N -2.79234 -1.29830 8.53473
C -3.99342 -0.56067 8.83534
C -2.92529 -2.72719 8.64155
N -1.62746 0.96129 7.69544
C -1.79044 2.01848 6.72181
C -1.16746 1.45976 9.02278
H 0.92931 -1.24957 5.56247
H -0.44143 -2.32972 5.41852
H 0.94344 -2.78625 6.46068
H 0.93352 -2.39175 8.69234
H -0.10978 -1.04212 9.33256
H 1.32951 -0.73279 8.42643
H -4.72937 -0.65718 8.03711
H -4.40323 -0.99647 9.74651
H -3.87524 0.52157 8.88927
H -1.94174 -3.15330 8.44367
H -3.35009 -3.06977 9.58510
H -3.59689 -3.10634 7.87130
H -2.29795 1.62457 5.84127
H -2.37777 2.84539 7.12103
H -0.79087 2.36670 6.46158
H -0.14733 1.11994 9.20161
H -1.76688 1.02395 9.82207
H -1.18370 2.54520 9.12097
C 5.39528 3.48847 4.57660
S 3.84024 3.94749 5.55583
O 2.77808 4.14607 4.48573
C 3.49447 2.44136 6.61909
H 6.20730 3.09363 5.18720
H 5.60235 4.33571 3.92284
H 5.06590 2.65493 3.95627
H 3.27589 1.53643 6.05214
H 2.62221 2.50972 7.26914
H 4.36884 2.24488 7.23956
C 5.17504 5.34521 -1.81208
S 6.64837 5.64563 -0.67442
O 7.93304 5.67415 -1.46979
C 6.25660 7.34304 -0.01970
H 5.06591 4.34231 -2.22486
H 5.15964 6.06324 -2.63201
H 4.36196 5.57567 -1.12368
H 6.08661 7.90517 -0.93796
H 7.17768 7.83061 0.29966
H 5.48491 7.49306 0.73533
C 9.59943 0.26943 1.47210
S 8.54795 -0.63319 0.30157
O 8.58336 -2.11767 0.52923
C 6.93119 0.00826 1.01681
H 9.39034 1.33721 1.53709
H 10.64549 -0.02249 1.37903
H 9.31398 -0.09570 2.45865
H 6.04682 -0.23816 0.42922
H 7.05403 1.09076 0.98221
H 6.80883 -0.25700 2.06693
C -7.39593 -4.26569 -6.33556
S -5.82057 -4.21268 -5.39267
O -6.22458 -4.28222 -3.86869
C -5.31846 -5.96531 -5.72445
H -7.96215 -3.33437 -6.32446
H -8.02220 -5.07883 -5.96853
H -7.20714 -4.54045 -7.37333
H -5.15343 -6.19463 -6.77720
H -6.09747 -6.57947 -5.27274
H -4.37469 -6.13623 -5.20658
C 4.88408 -0.64939 -5.85780
S 5.13078 -2.37218 -5.17352
O 5.23948 -3.44324 -6.25035
C 6.85821 -2.12673 -4.58063
H 4.81717 0.04805 -5.02282
H 4.04577 -0.38825 -6.50365
H 5.73417 -0.40597 -6.49514
H 6.97495 -1.35897 -3.81577
H 7.51922 -1.97621 -5.43415
H 7.12929 -3.03248 -4.03819
C -4.11015 6.04255 3.19723
S -3.18214 5.63862 1.66463
O -3.37358 6.80888 0.68586
C -1.45929 5.75867 2.31376
H -3.99558 7.11786 3.33392
H -3.79026 5.62417 4.15155
H -5.17997 5.86768 3.08319
H -0.79780 5.53813 1.47597
H -1.42960 5.09306 3.17642
H -1.27786 6.79848 2.58572
C 0.67885 2.03047 -11.88043
S 0.12875 3.05326 -10.41095
O 0.88826 4.36374 -10.33381
C 0.90015 2.03109 -9.05844
H 0.46165 2.58069 -12.79595
H 0.31086 1.00488 -11.90947
H 1.75654 1.86766 -11.89393
H 0.86915 2.69058 -8.19114
H 1.86778 1.71662 -9.44945
H 0.20255 1.19749 -8.97742
```

Results
* highest occupied orbital energy: -7.9 eV
* ΔE to the lowest compared entry with this formula, charge and spin: 635.8 kJ/mol
* strongest force on any atom: 0.0974 Eh/bohr
* multiplicity: 1

This record from the Open Molecules 2025 dataset describes a structure of composition C38H15F16GeHfN5S at a distorted geometry. The level of theory is the ωB97M-V functional and the def2-TZVPD basis.

XYZ file:
```
77
C38H15F16GeHfN5S | the Open Molecules 2025 dataset | the ωB97M-V functional and the def2-TZVPD basis
Hf -0.51478 -0.97329 0.22469
N -2.49329 1.12716 3.97927
C -1.53645 0.88957 3.09474
N -1.39996 -0.22452 2.41485
C -2.30741 -1.25402 2.67399
N -2.06131 -2.47072 2.28280
N -1.04388 -2.66415 1.44335
C -0.44269 -3.80086 1.33662
C 0.50853 -3.97041 0.25877
C 1.33698 -5.09111 0.20215
C 2.20830 -5.23477 -0.86504
C 2.21859 -4.25287 -1.84531
C 1.39039 -3.14657 -1.70203
N 0.54486 -2.99307 -0.68357
C -3.46227 -1.00076 3.49482
C -4.50354 -1.92344 3.63995
C -5.53550 -1.65495 4.51234
C -5.55329 -0.46565 5.24322
C -4.55382 0.47521 5.08664
C -3.51149 0.21657 4.20475
H -2.51570 2.00496 4.49057
H -0.80115 1.67352 2.96467
H -0.64671 -4.62849 2.01322
H 1.29498 -5.82520 0.99040
H 2.86079 -6.09203 -0.92660
H 2.85683 -4.33878 -2.70773
H 1.42867 -2.34321 -2.43142
H -4.46804 -2.82973 3.06007
H -6.34309 -2.35921 4.62415
H -6.35808 -0.27455 5.93569
H -4.57870 1.40475 5.63257
F -0.23194 0.21541 -1.90913
C 0.49016 0.82589 -2.94403
C 1.81883 1.07197 -2.68878
C 2.53647 1.69982 -3.69322
F 3.81490 1.97572 -3.46313
C 1.93719 2.05520 -4.90385
F 2.63607 2.66053 -5.84369
C 0.57828 1.79267 -5.11620
F -0.00927 2.16163 -6.23659
C -0.16417 1.15680 -4.11719
F -1.45787 0.89892 -4.26548
Ge 2.52794 0.95709 -0.79822
S 1.96691 -0.56939 0.63714
C 4.49104 0.89320 -0.81781
C 5.05313 -0.13881 -1.54272
F 4.18251 -0.91878 -2.22217
C 6.41339 -0.39322 -1.52756
F 6.92063 -1.42524 -2.18725
C 7.23746 0.45570 -0.78178
F 8.53892 0.23786 -0.75562
C 6.68950 1.51233 -0.04829
F 7.47852 2.31177 0.65038
C 5.30940 1.69003 -0.04566
F 4.71295 2.59960 0.73276
C 1.66934 2.71150 -0.28120
C 2.27738 3.91640 -0.59036
F 3.42070 3.86282 -1.26326
C 1.69437 5.13998 -0.26775
F 2.27634 6.26766 -0.61849
C 0.47257 5.15863 0.41501
F -0.09573 6.30165 0.74295
C -0.16225 3.95314 0.71963
F -1.32988 3.91812 1.36710
C 0.43911 2.76726 0.33220
F -0.26030 1.56198 0.52155
F -6.54813 -0.43280 -1.46503
C -5.25568 -0.55390 -1.16257
C -4.72752 -1.81782 -0.95273
C -3.38570 -1.93761 -0.62856
C -2.53926 -0.81822 -0.49469
C -3.13672 0.43798 -0.71093
C -4.47423 0.58304 -1.04474
H -5.36832 -2.68237 -1.04446
H -2.99319 -2.94335 -0.48355
H -2.54471 1.34771 -0.63218
H -4.91695 1.55215 -1.21247
```

Results
* highest occupied orbital energy: -13.8 eV
* ΔE to the lowest compared entry with this formula, charge and spin: 119.6 kJ/mol
* total charge: +2
* strongest force on any atom: 0.0367 Eh/bohr
* multiplicity: 1